44
Properties=species:S:1:pos:R:3 method="wB97M-V/def2-TZVPD" mol_weight_g_mol=526.2 total_charge=-2 e_tot_ev=-115541.4503 e_above_lowest_kcal_mol=158.1 gap_ev=4.24
C -3.896 2.283 0.278
C -2.510 2.618 -0.153
C -1.589 1.627 -0.364
N -0.359 1.921 -1.042
C -0.194 3.197 -1.355
O 0.739 3.536 -2.254
N -0.892 4.184 -0.802
C -2.045 4.002 -0.010
O -2.471 4.898 0.702
H -4.453 3.187 0.551
H -4.434 1.792 -0.553
H -3.890 1.613 1.159
H -1.840 0.549 -0.245
H -0.550 5.129 -0.904
O -1.768 -2.401 -1.638
C -1.104 -1.438 -1.582
Co 0.131 -0.195 -1.591
C 0.023 -0.082 -3.413
O -0.111 -0.178 -4.547
C 1.388 2.303 -2.645
O 1.791 2.226 -3.765
C 1.016 -1.415 1.037
C 1.276 -2.806 1.012
C 0.547 -3.633 1.876
C 0.493 -5.008 1.648
C 1.239 -5.555 0.590
C 2.090 -4.741 -0.190
C 2.118 -3.358 0.031
C 0.631 -0.512 0.164
C 1.258 1.345 -1.506
Co 0.964 0.186 1.840
C -0.602 0.779 2.438
O -1.534 1.253 2.951
C 1.625 1.819 1.719
O 2.022 2.913 1.687
C 1.907 -0.301 3.178
O 2.567 -0.597 4.085
H 0.013 -3.140 2.686
H -0.097 -5.642 2.327
H 1.242 -6.652 0.463
H 2.758 -5.189 -0.942
H 2.771 -2.699 -0.554
H 1.825 1.775 -0.630
H 1.903 0.407 -1.737

63
Properties=species:S:1:pos:R:3 method="wB97M-V/def2-TZVPD" mol_weight_g_mol=800.7 total_charge=+1 e_tot_ev=-216749.9012 e_above_lowest_kcal_mol=5.9 gap_ev=7.49
Rh -0.089 0.422 -0.637
Cl 5.489 -0.526 -5.230
C 4.088 -0.595 -4.213
C 3.600 -1.855 -3.798
C 2.496 -1.961 -3.003
C 1.802 -0.806 -2.557
O 0.768 -0.985 -1.807
C 2.298 0.456 -2.991
C 1.657 1.659 -2.639
O 0.610 1.778 -1.957
C 3.452 0.536 -3.820
H 4.122 -2.747 -4.120
H 2.123 -2.926 -2.689
H 2.086 2.593 -3.017
H 3.810 1.506 -4.141
Br -3.359 -1.715 2.745
C -2.926 0.094 2.452
C -3.644 1.100 3.135
C -3.328 2.420 2.985
Br -4.309 3.725 3.926
C -2.260 2.809 2.136
C -1.761 4.117 1.948
C -0.682 4.319 1.134
C -0.110 3.236 0.445
N -0.585 2.018 0.570
C -1.612 1.787 1.430
C -1.916 0.414 1.580
O -1.192 -0.461 0.893
H -4.452 0.808 3.791
H -2.225 4.944 2.468
H -0.261 5.306 1.004
H 0.738 3.369 -0.210
C -1.767 -2.894 -0.678
O -2.550 -1.796 -1.203
P -1.937 -0.487 -1.804
O -1.615 -0.928 -3.279
C -1.164 0.030 -4.253
O -3.193 0.455 -2.035
C -3.997 0.968 -0.962
H -2.361 -3.787 -0.847
H -1.604 -2.736 0.380
H -0.820 -2.976 -1.210
H -0.526 -0.505 -4.949
H -0.604 0.834 -3.779
H -2.030 0.440 -4.767
H -4.893 1.375 -1.421
H -3.465 1.763 -0.438
H -4.268 0.171 -0.271
S 2.119 0.400 0.541
C 2.094 -0.776 1.800
N 3.275 -1.131 2.312
C 3.415 -2.084 3.410
C 2.184 -1.987 4.293
C 0.948 -2.207 3.441
N 0.989 -1.319 2.279
H 4.090 -0.695 1.914
H 4.320 -1.840 3.961
H 3.522 -3.095 3.008
H 2.143 -0.992 4.741
H 2.228 -2.719 5.097
H 0.042 -1.976 4.000
H 0.879 -3.247 3.112
H 0.116 -1.096 1.795

40
Properties=species:S:1:pos:R:3 method="wB97M-V/def2-TZVPD" mol_weight_g_mol=350.8 total_charge=0 e_tot_ev=-42355.3547 e_above_lowest_kcal_mol=1.7 smiles="COc1cc(CCC(C)=O)ccc1OC(=O)c1c(F)cccc1Cl" gap_ev=9.15
C 1.062 0.277 -2.815
O 0.258 -0.881 -2.780
C -0.122 -1.434 -1.601
C -1.005 -2.510 -1.726
C -1.494 -3.200 -0.633
C -2.501 -4.298 -0.820
C -3.924 -3.710 -0.876
C -4.278 -3.103 0.470
C -4.377 -1.603 0.488
O -4.442 -3.786 1.449
C -1.088 -2.815 0.641
C -0.219 -1.757 0.792
C 0.268 -1.067 -0.311
O 1.167 -0.013 -0.068
C 0.663 1.100 0.470
O -0.501 1.309 0.671
C 1.767 2.068 0.775
C 2.783 1.721 1.659
F 2.765 0.504 2.223
C 3.797 2.599 1.994
C 3.802 3.860 1.422
C 2.810 4.236 0.533
C 1.797 3.344 0.216
Cl 0.576 3.803 -0.905
H 0.551 1.136 -2.371
H 2.023 0.123 -2.318
H 1.230 0.475 -3.874
H -1.300 -2.783 -2.727
H -2.449 -5.002 0.011
H -2.303 -4.833 -1.749
H -3.986 -2.964 -1.667
H -4.626 -4.520 -1.083
H -5.140 -1.277 -0.217
H -3.425 -1.176 0.177
H -4.626 -1.249 1.484
H -1.461 -3.335 1.509
H 0.104 -1.441 1.772
H 4.560 2.289 2.690
H 4.587 4.556 1.672
H 2.815 5.216 0.084

85
Properties=species:S:1:pos:R:3 method="wB97M-V/def2-TZVPD" mol_weight_g_mol=662.5 total_charge=+1 e_tot_ev=-56262.7058 e_above_lowest_kcal_mol=39.5 gap_ev="5.25 / 5.56"
C 1.665 -2.124 0.356
C 2.162 -1.423 -0.778
C 1.207 -1.551 -1.828
C 0.124 -2.338 -1.340
C 0.400 -2.673 0.015
Sn -0.296 0.988 -0.096
C -4.032 1.619 -1.604
C -3.518 1.383 -0.279
H -3.336 2.343 0.243
C -2.804 0.245 0.177
H -2.795 -0.667 -0.403
H -2.764 0.100 1.238
C -3.797 3.102 -2.044
H -3.031 3.568 -1.353
H -3.263 3.031 -3.026
H -4.713 3.753 -2.177
C -3.248 0.750 -2.603
H -2.275 0.534 -2.074
H -3.753 -0.207 -2.912
H -2.923 1.374 -3.455
C 3.439 -0.685 -0.830
H 3.534 -0.011 0.036
H 4.303 -1.370 -0.811
H 3.511 -0.081 -1.741
C 1.336 -0.960 -3.178
H 1.736 0.061 -3.115
H 2.024 -1.551 -3.808
H 0.365 -0.920 -3.688
C -1.067 -2.775 -2.102
H -1.111 -2.284 -3.081
H -1.050 -3.865 -2.276
H -1.992 -2.551 -1.550
C -0.466 -3.453 0.922
H -1.434 -3.666 0.450
H -0.003 -4.417 1.190
H -0.648 -2.903 1.859
C 2.369 -2.246 1.647
H 1.724 -2.717 2.399
H 3.283 -2.860 1.557
H 2.670 -1.252 2.013
C 1.585 2.497 -1.006
C 0.551 2.961 -2.017
C 2.764 2.748 -1.691
C 0.574 2.715 -3.439
H -0.519 3.411 -1.993
C 2.850 2.801 -3.103
H 3.624 2.951 -1.203
C 1.821 2.693 -4.056
H -0.395 2.618 -3.902
H 3.802 3.018 -3.554
H 1.791 2.644 -5.172
C -0.523 5.546 4.753
C -0.156 5.471 3.403
C -0.076 4.235 2.761
C -0.359 3.049 3.474
C -0.714 3.131 4.831
C -0.800 4.375 5.466
P -0.118 1.448 2.618
C 1.600 1.029 3.097
C 2.617 1.381 2.183
C 3.951 1.149 2.514
C 4.285 0.578 3.749
C 3.283 0.247 4.663
C 1.942 0.487 4.345
C -1.217 0.326 3.547
C -0.854 -1.005 3.834
C -1.811 -1.907 4.306
C -3.138 -1.502 4.496
C -3.508 -0.180 4.220
C -2.556 0.730 3.760
H -0.590 6.517 5.247
H 0.073 6.384 2.851
H 0.210 4.175 1.708
H -0.930 2.226 5.403
H -1.083 4.427 6.519
H 2.344 1.846 1.221
H 4.740 1.433 1.812
H 5.333 0.404 4.002
H 3.542 -0.187 5.631
H 1.167 0.255 5.080
H 0.182 -1.328 3.706
H -1.517 -2.936 4.528
H -3.883 -2.215 4.852
H -4.542 0.141 4.360
H -2.851 1.763 3.554

27
Properties=species:S:1:pos:R:3 method="wB97M-V/def2-TZVPD" mol_weight_g_mol=132.2 total_charge=+1 e_tot_ev=-10976.6980 e_above_lowest_kcal_mol=59.2 gap_ev=10.35
C -0.205 0.743 1.936
C -0.549 -0.671 1.718
C -0.228 1.077 3.462
H 0.818 0.908 1.525
H -0.913 1.431 1.432
H 0.350 -1.302 2.092
H -1.069 1.717 3.743
H -0.309 0.094 3.861
H -0.539 -0.983 0.696
H -1.539 -0.867 2.138
H 0.590 1.741 3.891
C -0.789 0.271 -2.486
C -1.393 0.994 -1.296
C 1.227 -0.875 -1.567
N 0.748 0.147 -2.370
N 0.827 -2.175 -1.859
N 2.328 -0.687 -0.757
H -1.352 -0.684 -2.519
H -1.029 0.932 -3.453
H -1.048 1.919 -0.848
H -1.351 0.365 -0.357
H 1.308 0.845 -2.775
H -0.076 -2.233 -2.307
H 1.037 -2.881 -1.234
H 2.720 0.276 -0.958
H 2.885 -1.236 -0.218
H -2.449 1.133 -1.491

75
Properties=species:S:1:pos:R:3 method="wB97M-V/def2-TZVPD" mol_weight_g_mol=725.0 total_charge=-1 e_tot_ev=-75992.7711 e_above_lowest_kcal_mol=1.7 gap_ev=9.31
Li -0.158 0.576 0.363
O 0.863 -1.057 -0.735
C 1.636 -1.827 -1.207
O 2.796 -1.480 -1.734
B 3.527 -2.678 -2.165
O 2.612 -3.808 -1.890
C 1.524 -3.379 -1.268
O 0.621 -4.005 -0.812
O 4.790 -2.841 -1.435
C 5.786 -2.895 -2.293
O 6.946 -2.975 -2.059
C 5.179 -2.715 -3.705
O 3.874 -2.534 -3.597
O 5.792 -2.763 -4.722
O -6.147 4.196 -1.103
C -5.514 4.041 -0.090
O -4.215 3.951 0.002
B -3.830 3.751 1.413
O -5.101 3.720 2.149
C -6.127 3.821 1.302
O -7.297 3.809 1.531
O -3.108 2.450 1.575
C -1.852 2.671 1.864
O -0.983 1.857 1.967
C -1.692 4.173 2.110
O -2.857 4.747 1.839
O -0.696 4.728 2.454
O 0.393 -0.851 2.224
C 0.451 -1.861 2.877
O -0.365 -2.089 3.880
C -0.066 -3.358 4.512
C 0.705 -4.101 3.418
C 1.484 -2.948 2.747
H -1.005 -3.854 4.753
H 0.502 -3.276 5.440
H -0.060 -4.543 2.782
H 1.386 -4.817 3.877
H 1.736 -3.292 1.747
H 2.395 -2.678 3.279
O 1.571 1.628 0.468
C 2.671 1.729 0.001
O 3.001 2.705 -0.841
C 4.376 2.583 -1.231
C 4.710 1.110 -1.012
C 3.831 0.754 0.196
H 4.996 3.261 -0.641
H 4.567 2.808 -2.279
H 5.768 0.914 -0.864
H 4.321 0.595 -1.893
H 4.351 1.152 1.076
H 3.637 -0.304 0.302
O -1.796 -0.467 0.453
C -2.570 -1.200 0.989
O -2.487 -2.523 0.833
C -3.575 -3.226 1.432
C -4.021 -2.287 2.570
C -3.616 -0.892 2.063
H -3.159 -4.148 1.832
H -4.310 -3.406 0.647
H -3.505 -2.587 3.479
H -5.098 -2.335 2.728
H -3.178 -0.337 2.891
H -4.434 -0.272 1.702
O -0.883 1.635 -1.343
C -0.943 1.964 -2.494
O -2.106 2.293 -3.073
C -1.905 2.712 -4.430
C -0.392 2.969 -4.545
C 0.139 1.944 -3.543
H -2.561 3.561 -4.605
H -2.181 1.862 -5.064
H -0.270 4.018 -4.272
H -0.176 2.834 -5.605
H 1.160 2.144 -3.235
H 0.140 0.943 -3.983